Density functional theory data (ωB97M-V with the def2-TZVPD basis set) for C46H67BrCoN8OPS as an isolated structure in a non-equilibrium geometry.

As for the frontier orbital gap (spin up / spin down): 0.255 / 0.254 Ha. As for the charge: +1. The expectation value of S² is 1.09. The total energy is -190547.5515 eV. The HOMO energy (spin up / spin down) comes out at -10.034 / -10.031 eV. The multiplicity is 2.

Each line ends with the Mulliken charge.
CARTESIAN COORDINATES (ANGSTROEM)
Br: -0.466 -3.961 -0.806  -0.02
Co: -0.388 -0.655 0.387  1.06
S: -3.732 -1.448 -0.953  -0.38
P: 1.451 -0.465 -1.371  0.73
O: -3.331 -5.692 3.085  -0.55
N: -1.464 -2.470 1.273  0.59
N: 2.640 3.627 9.190  -0.50
N: -1.511 0.957 -0.884  0.38
N: -6.064 -0.267 -0.347  -0.12
N: 1.012 -1.150 1.759  1.88
N: -5.543 -2.180 0.788  -0.07
N: -1.347 0.489 1.825  2.36
N: -0.954 2.266 -0.903  0.01
C: 5.083 -3.030 -2.515  -0.81
C: -2.580 0.995 1.817  -0.29
C: -1.254 -0.887 -4.542  -0.74
C: 5.065 -2.645 -1.036  -0.92
C: 1.875 -2.151 1.690  -0.69
C: 2.373 -1.108 3.593  -1.06
C: 3.379 3.673 -0.572  -0.72
C: -2.780 1.905 2.870  -1.84
C: -1.450 -3.699 0.766  -0.11
C: 1.462 -0.119 -4.327  -1.00
C: -0.714 1.024 2.937  -0.46
C: 0.617 -0.201 -3.029  1.51
C: 2.103 2.052 4.669  0.00
C: -2.072 -4.796 1.324  -0.65
C: 1.151 -1.250 -5.308  -0.77
C: 2.740 -2.171 2.808  -1.73
C: 0.776 1.586 7.068  -0.92
C: -1.965 2.935 -3.041  -1.51
C: 0.341 0.975 5.907  0.03
C: -0.969 4.587 -1.454  -1.73
C: -5.935 0.765 -1.357  -0.95
C: -6.771 -2.163 1.559  -1.20
C: 2.537 2.678 5.824  -0.90
C: -0.542 -1.190 -3.227  0.20
C: 2.577 -3.003 -2.097  -0.42
C: 0.999 1.207 4.701  -0.53
C: 2.925 2.875 0.665  -0.79
C: 4.066 -1.499 -0.769  -0.06
C: -3.140 3.472 -0.892  -1.50
C: 1.273 -0.475 2.940  -0.84
C: -2.737 -4.625 2.533  0.54
C: -1.775 3.297 -1.569  1.41
C: 2.730 1.383 0.347  -0.35
C: 2.204 1.210 -1.085  1.22
C: 3.246 1.679 -2.117  -0.74
C: 0.514 0.571 3.447  1.65
C: -0.328 -1.241 -5.725  -1.04
C: 1.872 2.447 7.027  0.60
C: -2.744 -3.353 3.100  -0.73
C: 2.912 -1.542 -1.784  0.03
C: -5.197 -1.276 -0.145  0.47
C: -1.594 1.940 3.573  -0.98
C: 3.716 -3.597 -2.942  -1.02
C: 2.304 3.101 8.225  -0.19
C: 4.155 2.771 -1.528  -0.97
C: -2.103 -2.327 2.439  -0.72
H: -0.512 0.309 5.927  0.51
H: 3.879 0.858 -2.460  -0.05
H: -3.319 0.672 1.095  0.04
H: 1.994 3.296 1.056  0.15
H: -1.373 2.532 4.446  0.74
H: -6.778 -3.026 2.218  0.34
H: -6.832 -1.260 2.172  0.36
H: 0.187 0.794 -2.881  -0.43
H: -0.999 2.788 -3.528  0.24
H: 4.000 4.513 -0.262  0.55
H: 1.633 -3.095 -2.636  -0.21
H: 4.593 3.355 -2.338  0.58
H: -1.641 0.667 -1.847  -0.31
H: -7.658 -2.224 0.923  0.38
H: 2.514 4.091 -1.093  0.02
H: 0.017 4.453 -1.901  0.29
H: 3.541 -3.375 -3.998  0.19
H: -0.590 -2.223 -6.121  0.37
H: 0.271 1.408 8.008  0.47
H: 4.794 -3.526 -0.448  0.35
H: 4.982 2.313 -0.979  0.33
H: -5.046 0.563 -1.947  0.25
H: 1.236 0.828 -4.825  0.45
H: -1.475 5.403 -1.968  0.45
H: -3.684 2.455 3.075  0.54
H: -2.482 3.748 -3.551  0.61
H: -2.571 2.035 -3.166  0.14
H: -3.688 4.295 -1.351  0.57
H: -3.749 2.570 -0.995  0.02
H: -3.691 -5.484 3.954  0.32
H: 2.028 0.946 1.058  -0.99
H: -6.802 0.763 -2.018  0.40
H: 6.062 -2.342 -0.716  0.52
H: -2.439 0.962 -0.469  -0.73
H: 5.331 -2.146 -3.109  0.30
H: 3.389 3.344 5.803  0.49
H: 3.277 -1.108 -2.718  0.36
H: -6.926 -0.278 0.173  0.18
H: -2.091 -1.334 2.865  0.23
H: 1.863 -2.838 0.855  0.35
H: 1.781 -1.140 -6.192  0.52
H: 3.524 -2.889 2.988  0.57
H: 4.588 -0.544 -0.852  0.24
H: -2.032 -5.766 0.852  0.54
H: -0.843 4.870 -0.406  0.40
H: -0.476 -0.521 -6.531  0.39
H: -1.511 0.178 -4.575  0.00
H: -2.187 -1.449 -4.601  0.55
H: -3.233 -3.169 4.049  0.41
H: 2.532 -0.106 -4.123  0.45
H: 2.609 2.227 3.727  0.60
H: 2.470 -3.565 -1.167  0.34
H: -5.855 1.750 -0.893  0.29
H: 2.727 2.074 -2.994  0.35
H: 5.866 -3.765 -2.701  0.52
H: 1.329 1.858 -1.165  0.14
H: 3.678 0.857 0.471  0.36
H: 3.690 -1.576 0.252  -0.42
H: 3.711 -4.684 -2.839  0.58
H: 2.793 -0.812 4.541  0.66
H: -0.800 2.539 0.063  0.17
H: 1.406 -2.210 -4.854  0.04
H: -3.015 3.690 0.171  0.30
H: 3.678 2.971 1.450  0.61
H: -4.932 -2.974 0.862  0.20
H: -0.167 -2.212 -3.274  0.24
H: -1.229 -1.160 -2.380  -0.59